No. 1
Computed, not measured: 2 unconnected molecules or ions with the total composition C8H6Cl3NO3 at a distorted geometry, with wB97M-V/def2-TZVPD.

Values from the calculation:
LUMO energy (spin up / spin down): -3.0061 / -3.0057 eV
Calculated total energy: -53584.702 eV
Relative energy (zero: lowest compared OMol25 entry of this formula, charge and spin): 4.636 eV

Element x y z (Å)
C 0.674 0.596 0.210
Cl 1.940 -3.325 3.183
O 1.057 -0.806 4.118
Cl 0.436 -3.509 0.698
H 2.525 -1.193 -0.033
Cl -0.904 -2.802 3.118
C 0.739 -1.053 1.940
C -1.274 0.805 -1.146
N 1.271 -0.295 3.051
C -1.785 -0.366 -0.621
C 0.104 -0.477 0.853
H -2.754 -0.821 -0.892
H -1.602 -1.886 0.958
H 1.685 0.839 0.532
O 1.711 0.784 2.855
C -1.200 -0.926 0.542
H 0.603 2.182 -1.283
C 0.555 -2.595 2.236
H -1.886 1.218 -2.054
O 2.965 -1.045 0.765
C -0.034 1.327 -0.774

=====

No. 2
Computed, not measured: a molecular structure, C8H6ClNO2 at a distorted geometry, with wB97M-V/def2-TZVPD.

Values from the calculation:
LUMO energy: -0.5172 eV
Calculated total energy: -26496.011 eV
Relative energy (zero: lowest compared OMol25 entry of this formula, charge and spin): 3.600 eV

Element x y z (Å)
O 2.435 2.689 1.248
N 1.769 1.972 0.531
O 1.529 2.176 -0.638
C 1.556 0.301 2.303
C -1.861 -1.293 -1.624
C -1.241 0.467 -0.129
C -0.596 -1.846 -1.522
H -0.350 -2.743 -2.069
Cl -1.620 1.909 0.741
H 1.354 -1.663 -0.619
C 1.238 0.791 1.124
H -2.605 -1.764 -2.252
C 0.362 -1.247 -0.713
H -3.176 0.294 -1.015
H 1.125 -0.610 2.676
C -2.193 -0.139 -0.935
H 2.269 0.816 2.932
C 0.005 -0.112 -0.038

=====

No. 3
Computed, not measured: a molecular structure, C8H6ClNOS at a distorted geometry, with wB97M-V/def2-TZVPD.

Values from the calculation:
LUMO energy: 0.2484 eV
Calculated total energy: -35284.659 eV
Relative energy (zero: lowest compared OMol25 entry of this formula, charge and spin): 3.758 eV

Element x y z (Å)
C 2.661 -0.364 0.725
H 2.985 1.741 0.014
C 1.733 -1.393 0.844
H 2.101 -2.264 1.347
N -0.929 0.604 -0.527
H -0.356 -1.963 0.444
C -3.211 -0.579 -0.173
H -2.618 1.450 -0.001
H -4.213 -0.163 -0.051
O -0.646 2.623 -2.156
C 0.202 -0.080 -0.292
S -0.152 2.199 -0.869
Cl -3.070 -2.246 -0.219
C 1.192 0.865 -0.571
H 3.685 -0.488 1.274
C 2.450 0.842 -0.019
C -2.256 0.458 -0.250
C 0.446 -1.243 0.480

=====

No. 4
Computed, not measured: 2 unconnected molecules or ions with the total composition C8H6F2N2O at a distorted geometry, with wB97M-V/def2-TZVPD.

Values from the calculation:
LUMO energy: -0.5647 eV
Calculated total energy: -18852.202 eV
SMILES: N#CC/C=C(/F)C#N.C=CC(=O)F
Relative energy (zero: lowest compared OMol25 entry of this formula, charge and spin): 0.000 eV

Element x y z (Å)
H -1.833 1.075 -1.148
F 0.338 3.534 -3.012
H -0.359 -0.036 -1.371
F 1.651 -0.981 0.948
C -0.857 1.563 -3.672
H 0.570 2.698 -0.712
N -0.420 0.456 1.724
N -1.627 1.034 -4.346
C -0.072 2.241 -2.716
C 0.265 -2.325 2.213
H 0.743 -2.252 4.365
C 0.122 2.003 -1.406
O 0.340 -2.538 -0.101
H -0.531 -3.079 2.243
C -0.638 0.856 -0.899
H 1.414 -0.985 3.129
C -0.539 0.556 0.593
C 0.858 -1.890 3.304
C 0.576 -1.929 0.864

=====

No. 5
Computed, not measured: a single C8H6N4O molecule at a distorted geometry, with wB97M-V/def2-TZVPD.

Values from the calculation:
LUMO energy: -1.0564 eV
Calculated total energy: -16396.603 eV
Relative energy (zero: lowest compared OMol25 entry of this formula, charge and spin): 1.794 eV

Element x y z (Å)
O -1.513 0.249 0.630
N 1.939 -1.069 -2.016
H -1.005 -0.879 -1.478
H -2.188 -2.137 -0.829
N 1.134 2.202 -2.097
C -0.785 1.384 0.620
H -0.395 -2.467 -0.975
H -2.187 2.294 1.260
C 0.774 1.772 -1.094
C 1.589 -0.749 1.383
N -1.285 2.495 0.899
H -0.843 -1.399 1.454
C 1.067 -0.164 0.189
C -0.941 -0.989 0.534
C -1.145 -1.604 -0.773
N 2.038 -1.318 2.252
C 0.697 1.269 0.224
H 1.490 1.817 0.838
C 1.559 -0.707 -1.019

=====

No. 6
Computed, not measured: a gas-phase ion, C8H6N5O (charge -1) at a distorted geometry, with wB97M-V/def2-TZVPD.

Values from the calculation:
LUMO energy: 3.3324 eV
Charge: -1
Calculated total energy: -17888.902 eV

Element x y z (Å)
N 6.085 -1.373 0.093
C 6.256 0.940 -0.497
C -1.458 -0.567 -0.652
N 4.928 -1.318 0.548
H -2.170 -1.129 -1.245
C 0.358 0.875 0.854
N 6.627 -0.201 -0.458
H 1.083 1.433 1.427
C 0.808 -0.251 0.143
H 0.187 -1.827 -1.178
H -1.280 2.142 1.357
N 4.309 -0.213 0.795
N 3.049 -0.023 0.899
C -1.884 0.546 0.059
O 6.140 2.099 -0.653
C -0.960 1.264 0.809
C -0.138 -0.961 -0.615
C 2.176 -0.650 0.160
H -2.922 0.847 0.020
H 2.484 -1.474 -0.496